Entry 1:
This record from the OMol25 dataset describes a molecular structure, C31H33InP2S5. The level of theory is wB97M-V/def2-TZVPD.

Each line ends with the Mulliken charge.
Atoms and positions in Å:
In1 0.0000 0.0000 0.0000  0.4135
S1 1.5451 0.4588 -1.8770  -0.8024
P1 2.9411 -0.5666 -1.1290  1.2965
C1 1.9786 -0.6159 0.3618  -0.5944
P2 1.8544 -1.7796 1.7524  0.8957
S2 0.2202 -2.2585 0.8739  -0.4617
C2 2.9206 -0.6425 2.6407  0.4240
C3 2.5327 0.3987 3.4764  -0.5741
C4 3.5093 1.1822 4.1104  -0.5721
C5 4.8789 0.9325 3.9307  -0.5705
C6 5.2880 -0.0987 3.1083  -0.7548
C7 4.3197 -0.8625 2.4699  -0.0758
C8 2.6895 -3.3368 2.0852  0.2955
C9 2.8743 -4.3737 1.1704  -0.1515
C10 3.3585 -5.6254 1.5724  -0.7358
C11 3.6281 -5.8824 2.9134  -0.4470
C12 3.4074 -4.8901 3.8577  -0.7468
C13 2.9383 -3.6413 3.4475  -0.4084
C14 4.4802 0.2964 -0.9161  0.3988
C15 4.6504 1.3164 0.0281  -0.2577
C16 5.8513 2.0247 0.1136  -0.6361
C17 6.8966 1.7453 -0.7614  -0.4906
C18 6.7344 0.7741 -1.7428  -0.7190
C19 5.5315 0.0728 -1.8281  -0.3636
C20 3.1728 -2.2599 -1.6554  0.4547
C21 2.1535 -2.9214 -2.3689  -0.3780
C22 2.3245 -4.2208 -2.8520  -0.6994
C23 3.5272 -4.8861 -2.6423  -0.4984
C24 4.5516 -4.2568 -1.9392  -0.7400
C25 4.3718 -2.9606 -1.4400  -0.0999
H1 1.4812 0.6194 3.6327  0.5293
H2 3.2162 2.0038 4.7556  0.4230
H3 5.6238 1.5507 4.4275  0.3819
H4 6.3447 -0.3020 2.9417  0.4428
H5 4.6772 -1.6576 1.8078  0.1108
H6 2.5522 -4.2605 0.1429  0.3832
H7 3.4744 -6.4183 0.8371  0.4226
H8 3.9675 -6.8663 3.2262  0.3670
H9 3.5651 -5.0935 4.9142  0.3910
H10 2.7185 -2.9058 4.2219  0.3327
H11 3.8328 1.5882 0.6943  0.3380
H12 5.9621 2.8108 0.8569  0.4083
H13 7.8262 2.3057 -0.7014  0.3905
H14 7.5320 0.5786 -2.4556  0.3922
H15 5.4100 -0.6395 -2.6435  0.4444
H16 1.1979 -2.4282 -2.5499  0.2251
H17 1.5128 -4.7089 -3.3871  0.4079
H18 3.6600 -5.8977 -3.0176  0.3853
H19 5.4875 -4.7821 -1.7650  0.4072
H20 5.1873 -2.5119 -0.8779  0.3087
C26 -1.0562 4.6471 -0.5234  -0.6111
C27 -0.5608 3.8102 -1.7025  -0.8856
S3 -0.2934 2.0500 -1.2941  0.2173
C28 -1.4492 1.2730 -2.4606  -0.9175
C29 -2.7419 1.1638 -1.6909  -0.5470
S4 -2.1742 0.9918 0.0249  -0.2200
C30 -3.4148 2.0157 0.8773  -0.7149
C31 -2.9226 3.4282 1.1930  -0.5949
S5 -2.8630 4.5488 -0.2505  -0.1398
H21 -0.8646 5.6995 -0.7634  0.4369
H22 -0.4974 4.4411 0.3953  0.2795
H23 0.4224 4.1923 -1.9995  0.3992
H24 -1.2127 3.9259 -2.5746  0.3879
H25 -1.0637 0.2772 -2.7071  0.2018
H26 -1.5569 1.8256 -3.3981  0.6933
H27 -3.3264 0.2934 -2.0020  0.4946
H28 -3.3538 2.0587 -1.8317  0.2859
H29 -3.6177 1.5104 1.8283  0.4078
H30 -4.3614 2.0247 0.3261  0.4154
H31 -1.9645 3.4113 1.7229  0.2363
H32 -3.6417 3.8830 1.8840  0.4494
H33 -1.2668 -0.5593 1.1624  -0.1668

***

Entry 2:
This record from the OMol25 dataset describes a gas-phase ion, C19H42N (charge +1). The level of theory is wB97M-V/def2-TZVPD.

As for the charge: +1.

Each line ends with the Mulliken charge.
Atoms and positions in Å:
C1 -9.9955 -1.5806 -0.3147  -1.2819
H1 -10.1972 -1.3382 -1.3558  0.3233
C2 -8.9350 -0.6470 0.2555  -0.3033
C3 -7.6172 -0.7487 -0.5087  -0.6340
C4 -6.5534 0.1915 0.0525  -0.7098
C5 -5.2370 0.0958 -0.7148  -0.8178
C6 -4.1829 1.0528 -0.1626  -0.4334
C7 -2.8670 0.9558 -0.9312  -0.5790
C8 -1.8457 2.0187 -0.5229  -0.9054
C9 -1.4031 1.9621 0.9411  -0.9321
C10 -0.7521 0.6467 1.3699  -0.7515
C11 0.5581 0.3554 0.6406  -0.2755
C12 1.2341 -0.8973 1.1944  -0.7986
C13 2.5034 -1.2945 0.4398  -0.8209
C14 3.6463 -0.2996 0.6395  -0.7779
H2 3.8210 -0.1680 1.7090  0.3373
H3 3.3640 0.6677 0.2233  0.3394
C15 4.9334 -0.7870 -0.0350  -0.1890
C16 6.0437 0.2357 0.1872  -0.9620
H4 5.7298 1.1912 -0.2392  0.3139
H5 6.1798 0.3759 1.2621  0.3592
N1 7.3825 -0.0962 -0.3938  0.0893
C17 7.2972 -0.2424 -1.8579  -0.8550
H6 6.8645 0.6530 -2.3005  0.3568
H7 6.6803 -1.0986 -2.1199  0.3956
H8 8.2912 -0.3935 -2.2754  0.4001
C18 8.3063 1.0111 -0.0792  -0.8788
H9 8.3945 1.1358 0.9986  0.3876
H10 9.2945 0.8045 -0.4867  0.3995
H11 7.9414 1.9423 -0.5089  0.3908
C19 7.9153 -1.3393 0.1922  -0.8617
H12 7.9401 -1.2628 1.2777  0.3590
H13 8.9267 -1.5173 -0.1689  0.3991
H14 7.2963 -2.1884 -0.0872  0.3985
H15 4.7304 -0.9223 -1.0976  0.3094
H16 5.1980 -1.7536 0.3942  0.3228
H17 2.8260 -2.2773 0.7915  0.4298
H18 2.2773 -1.3801 -0.6251  0.3738
H19 0.5275 -1.7272 1.1354  0.3660
H20 1.4736 -0.7461 2.2492  0.3535
H21 1.2182 1.2187 0.7504  0.1989
H22 0.3627 0.2122 -0.4233  0.2586
H23 -0.5500 0.6992 2.4429  0.4584
H24 -1.4468 -0.1786 1.2114  0.2999
H25 -2.2680 2.1445 1.5801  0.3824
H26 -0.6954 2.7774 1.1155  0.4369
H27 -2.2811 3.0046 -0.7031  0.4324
H28 -0.9698 1.9310 -1.1700  0.3444
H29 -3.0757 1.0800 -1.9970  0.4696
H30 -2.4426 -0.0415 -0.8008  0.1994
H31 -4.0157 0.8230 0.8912  0.2779
H32 -4.5601 2.0762 -0.2245  0.2773
H33 -4.8606 -0.9289 -0.6607  0.3268
H34 -5.4172 0.3246 -1.7680  0.3296
H35 -6.3777 -0.0490 1.1040  0.3209
H36 -6.9219 1.2191 0.0075  0.3373
H37 -7.2520 -1.7776 -0.4621  0.3307
H38 -7.7921 -0.5085 -1.5602  0.3332
H39 -8.7624 -0.8922 1.3061  0.3202
H40 -9.2975 0.3825 0.2123  0.3224
H41 -9.6615 -2.6148 -0.2634  0.3214
H42 -10.9241 -1.4920 0.2440  0.3845

***

Entry 3:
This record from the OMol25 dataset describes 4 unconnected molecules or ions with the total composition C3H14O3S. The level of theory is wB97M-V/def2-TZVPD.

The spin multiplicity is 2. As for the charge: -1.

Each line ends with the Löwdin spin population.
Atoms and positions in Å:
C1 3.2080 -0.4239 -0.8469  0.0025
C2 2.0886 0.1939 0.0252  0.0143
C3 1.9419 1.6821 -0.2919  0.0189
S1 0.3558 2.4086 0.2494  0.2305
H1 3.3708 -1.4792 -0.6522  0.0010
H2 4.0933 0.1646 -0.5951  0.0003
H3 2.9034 -0.3424 -1.8888  0.0014
H4 1.1577 -0.3772 -0.0555  0.0074
H5 2.3234 -0.0050 1.0784  0.0015
H6 2.1446 1.8837 -1.3284  0.0020
H7 2.6418 2.1805 0.3787  0.0012
H8 -0.4141 2.1498 -0.8207  0.0402
H9 -5.0154 -0.1475 2.4549  0.0292
H10 -3.4988 -0.3338 2.3739  0.0274
O1 -4.2630 -0.4959 2.9415  0.0855
H11 -1.7104 -1.5846 -0.6959  0.0239
H12 -0.4864 -2.4694 -0.6611  0.0113
O2 -0.8947 -1.7803 -1.1965  0.0858
H13 -2.9409 0.3451 -0.0705  0.1134
H14 -3.8121 -0.9765 -0.5226  0.0819
O3 -3.1934 -0.5925 0.1242  0.2204

***

Entry 4:
This record from the OMol25 dataset describes a gas-phase ion, C10H9BrN3 (charge +1). The level of theory is wB97M-V/def2-TZVPD.

As for the charge: +1.

Each line ends with the Mulliken charge.
Atoms and positions in Å:
C1 0.2298 2.3847 2.6035  -0.1840
C2 -0.4995 1.3456 3.0341  -0.7151
C3 0.7635 2.4263 1.3593  -0.8983
C4 -0.7353 0.2950 2.1785  -0.2875
C5 0.5150 1.4186 0.4874  -0.1010
C6 -1.5073 -1.6996 -0.2004  -0.4145
C7 -0.2691 0.3136 0.8320  0.5654
C8 -0.5583 -0.7131 -0.1875  0.4392
C9 -0.2750 -2.2383 -1.9924  -0.0579
C10 1.7366 -0.1584 -2.8599  -0.2728
N1 1.4155 -0.2345 -1.6215  -0.9274
N2 0.2715 -0.8569 -1.2541  0.6167
N3 -1.2682 -2.5875 -1.2254  0.0081
Br1 0.6270 -3.2548 -3.1569  0.0552
H1 0.4531 3.1275 3.3178  0.3954
H2 -0.9137 1.6066 3.9862  0.3735
H3 1.1880 3.3190 1.1131  0.4645
H4 -1.4295 -0.5298 2.4426  0.2783
H5 0.8481 1.4694 -0.5595  0.3577
H6 -2.5278 -1.6322 0.3162  0.3562
H7 2.7472 0.1291 -3.2685  0.2468
H8 1.1608 -0.6003 -3.7558  0.3340
H9 -1.9725 -3.3301 -1.5889  0.3674

***

no.,total energy (eV),strongest force on any atom (eV Å⁻¹)
1,-110598.3351,7.5
2,-21869.0922,1.0
3,-20315.0672,1.6
4,-85018.2993,6.8